i.
Density functional theory data (ωB97M-V/def2-TZVPD) for a single C4H9NOS molecule.

Values from the calculation:
Molar mass ... 119.19 g/mol
Kohn-Sham gap ... 8.298 eV

```
! wB97M-V def2-TZVPD RIJCOSX def2/J DEFGRID3
* xyz 0 1
C 2.028 1.624 -0.046
C 0.739 1.517 -0.125
C 0.027 0.375 -0.719
C 0.792 -1.215 -0.614
S -1.573 -0.022 -0.220
N -2.086 -1.067 1.227
O -2.471 1.091 -0.066
H 2.490 2.391 0.507
H 2.615 0.770 -0.301
H 0.047 2.396 0.086
H 1.331 -1.384 0.315
H 1.522 -1.058 -1.434
H 0.052 -2.054 -0.872
H -2.012 -1.240 -1.043
H -1.260 -1.676 1.340
H -2.241 -0.448 1.965
*
```

ii.
Density functional theory data (ωB97M-V/def2-TZVPD) for 3 unconnected molecules or ions with the total composition C4H9NOS.

Values from the calculation:
Molar mass ... 119.19 g/mol
Kohn-Sham gap ... 4.046 eV

```
! wB97M-V def2-TZVPD RIJCOSX def2/J DEFGRID3
* xyz 0 1
O -0.922 -1.825 1.450
C -0.596 -0.627 1.536
C 0.564 -0.029 2.087
C 0.054 -1.847 -1.850
C -0.440 -0.562 -1.697
S -0.434 2.969 -0.763
N 0.764 1.270 1.808
H -1.290 0.240 1.337
H 1.469 -0.624 2.187
H 0.489 -2.084 -2.776
H -0.332 -2.700 -1.210
H -1.086 -0.140 -0.991
H -0.106 0.144 -2.578
H -0.143 2.296 -1.935
H 1.377 1.844 2.504
H 0.632 1.675 0.891
*
```

It is ii that is the least stable of them.